Molecular formula: C3H3NO3S
Method: DFT, ωB97M-V with the def2-TZVPD basis set

Values from the calculation:
**2S+1**: 1
**Structure (SMILES)**: Oc1cn(O)oc1=S
**Largest force on an atom**: 1.90 eV Å⁻¹
**E_HOMO**: -8.8 eV
**Energy relative to the best compared isomer or geometry (same formula, charge and spin)**: 424.3 kJ/mol

Each line ends with the natural charge from an NBO analysis.
Element x y z (Å)
O 1.067 2.017 0.139  -0.62
C 0.157 1.030 -0.028  0.19
C -1.162 1.059 -0.188  -0.13
N -1.647 -0.243 -0.431  0.11
O -2.490 -0.611 0.582  -0.54
O -0.513 -1.098 -0.320  -0.33
C 0.610 -0.363 -0.065  0.12
S 2.115 -0.913 0.092  0.00
H 0.591 2.831 0.076  0.48
H -1.902 1.884 -0.210  0.23
H -3.145 -1.227 0.157  0.48